No. 1
Molecular formula: C16H33NO2P2Pt
Method: DFT, ωB97M-V/def2-TZVPD

Computed properties:
LUMO energy (alpha / beta): 0.44 / -0.48 eV
HOMO (alpha / beta): -4.83 / -5.94 eV
multiplicity: 5
net charge: 0
E_tot: -44528.191 eV

Element x y z (Å)
Pt (-0.29664, -0.11194, -0.21296)
P (-1.48361, -1.22765, -1.68769)
P (1.43890, 0.97635, 1.99505)
N (1.00639, 0.76089, -1.40752)
H (-1.31928, 1.09244, 0.11131)
C (-3.05869, -0.47325, -2.17790)
H (-3.52493, -1.12374, -2.92835)
H (-2.87447, 0.51397, -2.61510)
H (-3.72631, -0.37098, -1.31621)
C (-1.92734, -2.92953, -1.22749)
H (-2.55557, -3.35800, -2.01599)
H (-2.44024, -2.93604, -0.26108)
H (-1.00528, -3.50851, -1.12135)
C (-0.59220, -1.43613, -3.24501)
H (-1.21779, -2.01397, -3.93371)
H (0.34393, -1.97288, -3.06721)
H (-0.36776, -0.46170, -3.68585)
C (0.82859, 2.56686, 2.49069)
H (1.54841, 2.96220, 3.20563)
H (-0.14177, 2.51906, 2.97319)
H (0.73399, 3.27088, 1.66258)
C (2.07014, -0.03637, 3.38269)
H (2.82654, 0.48288, 3.98416)
H (2.50795, -0.90231, 2.85886)
H (1.25266, -0.41776, 4.00697)
C (2.98346, 1.32692, 1.10595)
H (3.70572, 1.79650, 1.80388)
H (2.97022, 2.04772, 0.28305)
H (3.56272, 0.48250, 0.71204)
C (1.79347, 1.09979, -2.41426)
C (2.35425, 2.65618, -4.20867)
C (1.51276, 2.28250, -3.19104)
C (2.97195, 0.34569, -2.76175)
C (3.78118, 0.76961, -3.78812)
C (3.49480, 1.91675, -4.52553)
H (2.12435, 3.54361, -4.77481)
H (0.61796, 2.84863, -2.92139)
H (3.18120, -0.55053, -2.17396)
H (4.65968, 0.19427, -4.02700)
H (4.15115, 2.23008, -5.33595)
C (-2.12405, -1.44286, 2.20593)
O (-1.38012, -1.94547, 1.30437)
C (-3.36422, -0.69171, 1.66446)
H (-4.14867, -0.44522, 2.40211)
H (-3.73423, -1.37331, 0.88217)
H (-3.00180, 0.22001, 1.15154)
C (-2.28282, -2.35359, 3.48680)
H (-2.63603, -1.83714, 4.37932)
H (-1.31766, -2.81287, 3.66534)
H (-2.97793, -3.15404, 3.20165)
C (-1.17013, 0.11651, 3.37213)
O (0.14212, 0.08005, 1.80001)
H (-2.24509, 0.41911, 3.19483)
H (-0.76209, 1.04656, 3.64094)
H (-0.88775, -0.68100, 4.09828)

=====

No. 2
Molecular formula: C16H34AlO6S4
Method: DFT, ωB97M-V/def2-TZVPD

Computed properties:
LUMO energy: 1.90 eV
HOMO: -4.79 eV
multiplicity: 1
net charge: -1
E_tot: -79366.022 eV

Element x y z (Å)
C (-4.37226, 1.64550, 2.17451)
Al (-4.67226, 1.34730, 0.20519)
O (-4.45257, -0.43844, -0.30650)
C (-3.34230, -1.08639, -0.18166)
O (-3.24455, -2.27519, -0.42163)
C (-2.11396, -0.37469, 0.32533)
C (-1.38590, 0.49535, -0.47834)
C (-0.25758, 1.12654, 0.03966)
C (0.12527, 0.88056, 1.35053)
C (-0.59557, -0.00444, 2.14661)
C (-1.71768, -0.64293, 1.63545)
H (-4.54814, 0.75250, 2.78173)
H (-5.04581, 2.42886, 2.51018)
H (-3.36029, 1.98096, 2.40699)
H (-6.21851, 1.69572, -0.16326)
H (-3.73093, 2.36343, -0.63070)
H (-1.70020, 0.66887, -1.49328)
H (0.27679, 1.80551, -0.60546)
H (0.98779, 1.38399, 1.76634)
H (-0.31249, -0.20232, 3.17022)
H (-2.28821, -1.34168, 2.22623)
C (-7.41858, 1.90794, 5.17990)
S (-6.22628, 3.09814, 5.81111)
O (-5.03743, 3.00444, 4.93923)
C (-5.85070, 2.19376, 7.32396)
H (-7.74995, 2.25806, 4.20462)
H (-6.93987, 0.93468, 5.07352)
H (-8.26927, 1.84874, 5.86052)
H (-5.48567, 1.19804, 7.07117)
H (-6.74628, 2.12832, 7.94319)
H (-5.07763, 2.74419, 7.85621)
C (2.21865, -1.23504, -1.90397)
S (3.50080, 0.01150, -1.87413)
O (2.83218, 1.33724, -2.01815)
C (4.21255, -0.38417, -3.47640)
H (1.62328, -1.12252, -0.99827)
H (1.58617, -1.09173, -2.77800)
H (2.67074, -2.22440, -1.92857)
H (3.44333, -0.30210, -4.24424)
H (4.61735, -1.39588, -3.44914)
H (5.01418, 0.32548, -3.67649)
C (7.64468, 2.49855, -0.44469)
S (6.60468, 2.08070, -1.85056)
O (7.42994, 2.27731, -3.07428)
C (5.50297, 3.48760, -1.71186)
H (8.43025, 1.74900, -0.37570)
H (8.08614, 3.48360, -0.59750)
H (7.04364, 2.48453, 0.46440)
H (6.08191, 4.40970, -1.77863)
H (4.96609, 3.43339, -0.76552)
H (4.78924, 3.43137, -2.53040)
C (3.15307, -5.80439, -4.40815)
S (1.66708, -4.81490, -4.62711)
O (1.79014, -3.64338, -3.72356)
C (0.54878, -5.96973, -3.82651)
H (3.99236, -5.23696, -4.80493)
H (3.30847, -6.00012, -3.34700)
H (3.05046, -6.73934, -4.95921)
H (0.88148, -6.15178, -2.80475)
H (0.52147, -6.90025, -4.39404)
H (-0.44102, -5.51858, -3.81419)

=====

No. 3
Molecular formula: C16H34BCoNP2
Method: DFT, ωB97M-V/def2-TZVPD

Computed properties:
LUMO energy (alpha / beta): -0.90 / -0.90 eV
HOMO (alpha / beta): -4.40 / -4.38 eV
multiplicity: 4
net charge: 0
E_tot: -75504.137 eV

Element x y z (Å)
P (-0.28235, -2.07768, -1.80367)
P (0.27698, 1.99239, -1.91826)
C (-0.48165, -0.70046, -3.01509)
C (0.43272, 0.57393, -3.05411)
H (-1.54415, -0.42411, -3.07258)
H (-0.28040, -1.23345, -3.96774)
H (1.49259, 0.28582, -3.09868)
H (0.24010, 1.04895, -4.03701)
C (-1.38718, 2.65729, -2.26506)
H (-1.71235, 3.31689, -1.44599)
H (-2.14585, 1.86373, -2.36637)
H (-1.36083, 3.23241, -3.19888)
C (1.50394, 3.24093, -2.30934)
H (1.25583, 3.75962, -3.23965)
H (2.47854, 2.75705, -2.40617)
H (1.55569, 3.97228, -1.49079)
C (-1.36182, -3.41868, -2.31793)
H (-1.34653, -4.22003, -1.57118)
H (-1.01073, -3.81894, -3.27415)
H (-2.38900, -3.06072, -2.42261)
C (1.42212, -2.61120, -2.12077)
H (2.12312, -1.76438, -2.20232)
H (1.41093, -3.15422, -3.07738)
H (1.77776, -3.28306, -1.32750)
Co (0.11153, -1.07102, 2.98170)
C (0.40666, 2.02125, -0.08698)
C (-0.97354, 1.67961, 0.29900)
C (-1.62067, 0.45576, -0.14234)
C (-1.56076, -0.94029, 0.58101)
C (-0.51402, -1.91024, -0.04680)
C (0.73394, -1.45482, 0.67515)
C (1.42803, -0.35656, -0.02545)
C (1.43410, 1.03396, 0.64063)
C (0.48557, -2.36451, 4.34219)
H (0.68916, 3.05818, 0.17813)
H (-1.39985, 2.27938, 1.09571)
H (-1.26995, 0.25404, -1.16673)
H (-2.68866, 0.73856, -0.21196)
H (-1.29197, -0.80198, 1.67127)
H (-2.55346, -1.39735, 0.57227)
H (-0.78530, -2.93725, 0.25005)
H (1.38212, -2.26251, 1.02441)
H (0.91710, -0.19869, -0.99794)
H (2.46154, -0.67460, -0.25640)
H (1.14548, 0.94920, 1.70012)
H (2.44663, 1.46851, 0.62336)
H (1.39955, -1.97295, 4.83034)
H (0.64106, -3.33628, 3.84406)
H (-0.39198, -2.36040, 5.01408)
B (-0.24037, 2.18819, 6.00097)
C (-0.19618, 1.26013, 4.76498)
N (-0.12991, 0.48465, 3.88041)
H (0.87063, 2.18295, 6.50399)
H (-1.04837, 1.73317, 6.79474)
H (-0.55558, 3.31755, 5.66923)

=====

No. 4
Molecular formula: C16H34Br4NO5P
Method: DFT, ωB97M-V/def2-TZVPD

Computed properties:
LUMO energy: 0.22 eV
HOMO: -8.79 eV
SMILES string: C/C(Br)=C(/Br)[PH](COCOCCO)(C[C@H](O)CN)[C@@H](Br)[C@@H](C)Br.CC(C)O
multiplicity: 1
net charge: 0
E_tot: -318326.628 eV

Element x y z (Å)
C (4.83078, 1.51616, 1.58321)
C (4.05331, 2.63636, 0.94119)
Br (4.95591, 4.29560, 1.13453)
C (2.89250, 2.51700, 0.33200)
Br (2.11480, 4.08574, -0.43159)
P (1.95369, 0.73446, 0.23450)
C (0.26708, 1.49095, 0.19662)
O (-0.48252, 0.86727, 1.21439)
C (-1.84322, 1.13635, 1.15854)
O (-2.36088, 0.54776, -0.01625)
C (-3.74526, 0.80564, -0.18694)
C (-4.14196, 0.45037, -1.61745)
O (-5.23917, -0.45583, -1.58684)
C (2.91635, 0.32127, -1.28193)
C (2.75983, 1.22283, -2.52628)
O (2.39429, 0.34056, -3.60268)
C (4.03704, 1.97368, -2.90716)
N (5.14886, 1.12701, -3.29823)
C (1.32216, -1.16630, 0.42573)
Br (1.24925, -1.54015, 2.34543)
C (0.09035, -1.68404, -0.28197)
C (0.09073, -1.43540, -1.78359)
Br (-0.11153, -3.64390, -0.05831)
H (4.68635, 1.52146, 2.66740)
H (4.54789, 0.52920, 1.21185)
H (5.89651, 1.64945, 1.39598)
H (2.46752, 0.54877, 1.51860)
H (-0.17452, 1.29727, -0.78920)
H (0.31420, 2.56814, 0.34207)
H (-2.05756, 2.21796, 1.13003)
H (-2.28518, 0.68851, 2.05522)
H (-3.96063, 1.85493, 0.05370)
H (-4.33635, 0.17969, 0.49311)
H (-3.27070, 0.00040, -2.10380)
H (-4.42115, 1.35116, -2.17490)
H (-5.18210, -1.05749, -2.33750)
H (2.71270, -0.70546, -1.56895)
H (3.95680, 0.36771, -0.93443)
H (1.96617, 1.96067, -2.37624)
H (1.87033, 0.83715, -4.24407)
H (4.34052, 2.61896, -2.08078)
H (3.78520, 2.63376, -3.74576)
H (4.84365, 0.40877, -3.94410)
H (5.59640, 0.67622, -2.51051)
H (2.17755, -1.77708, 0.11828)
H (-0.80768, -1.29171, 0.18598)
H (0.92606, -1.93239, -2.27939)
H (0.16102, -0.36854, -2.00678)
H (-0.83537, -1.81526, -2.21718)
C (-2.98270, -2.44884, 1.85599)
C (-3.66616, -2.21952, 3.19015)
C (-4.43688, -3.43738, 3.66914)
O (-4.51232, -1.06559, 3.12943)
H (-3.72502, -2.66487, 1.08046)
H (-2.43895, -1.55233, 1.55621)
H (-2.27646, -3.27833, 1.89434)
H (-2.91506, -1.95223, 3.93698)
H (-5.21711, -3.69525, 2.94673)
H (-4.90897, -3.23947, 4.63101)
H (-3.77842, -4.30055, 3.77285)
H (-5.21192, -1.25132, 2.49118)